This record from the OMol25 dataset describes an isolated ion of composition C7H9O3 and charge +1. The level of theory is wB97M-V/def2-TZVPD.

Summary:
* Kohn-Sham gap: 9.7 eV
* calculated total energy: -497.45731 hartree
* net charge: +1
* energy above the lowest of the compared OMol25 structures with the same formula, charge and spin: 30.96 kcal per mole
* HOMO level: -14.175 eV

Last columns: bonded neighbours and bond lengths (Å).
Element x y z (Å)
1 C -1.52910 -1.28904 1.26485  C2 1.471, C3 1.337, H11 1.022
2 C -0.35710 -1.97717 0.70290  C1 1.471, C5 1.291, H12 1.008
3 C -1.99717 -0.08105 0.93536  C1 1.337, C4 1.461, H13 1.067
4 C -1.11561 0.81104 0.18569  C3 1.461, O8 1.260, O9 1.309
5 C 0.49987 -1.52473 -0.15031  C2 1.291, O10 1.230
6 C -0.82269 2.93299 -0.82121  O9 1.444, H14 1.102, H15 1.081, H16 1.023
7 C 2.83961 -1.20778 -0.68704  O10 1.417, H17 1.138, H18 1.108, H19 1.111
8 O -0.03713 0.45145 -0.35667  C4 1.260
9 O -1.55867 2.03355 0.03594  C4 1.309, C6 1.444
10 O 1.47725 -1.53619 -0.89733  C5 1.230, C7 1.417
11 H -1.99118 -1.70073 2.07870  C1 1.022
12 H -0.38344 -2.95159 0.95920  C2 1.008
13 H -2.71668 0.34018 1.60056  C3 1.067
14 H 0.08955 2.46304 -1.22397  C6 1.102
15 H -0.63680 3.76349 -0.15459  C6 1.081
16 H -1.47680 3.15819 -1.57540  C6 1.023
17 H 3.54196 -2.04032 -0.35618  C7 1.138
18 H 2.80828 -0.45448 0.12476  C7 1.108
19 H 3.36588 -1.19086 -1.66527  C7 1.111

Atomic partial charges in e from the Mulliken method, atoms 1 to 4: atom 1 (C): -0.026, atom 2 (C): -0.938, atom 3 (C): -0.753, atom 4 (C): 1.032